[1]
The following is a quantum chemistry calculation of 2 unconnected molecules or ions with the total composition C5H11O2 in a non-equilibrium geometry, from OMol25.

Values from the calculation:
Energy in Ha: -347.46052
E_LUMO (spin up / spin down) in Eh: 0.0318 / -0.1381
2S+1: 2
Total charge: 0
Maximum force in hartree/bohr: 0.083
Orbital gap (spin up / spin down) in eV: 12.027 / 6.397

```
18
Properties=species:S:1:pos:R:3:forces:R:3:nbo_charge:R:1
C 1.770 0.512 -0.682 3.727 1.374 -0.899 -0.40
C 1.589 -0.927 -1.225 -1.848 0.049 2.485 -0.60
C 1.267 0.538 0.702 0.720 -1.136 2.490 -0.60
H 2.940 0.790 -0.681 -2.402 -0.672 -0.040 0.19
H 1.301 1.395 -1.161 0.147 -0.994 -0.726 0.21
H 2.074 -1.236 -2.099 1.158 -0.069 -1.176 0.22
H 0.510 -1.046 -1.453 0.350 -0.196 0.254 0.20
H 0.196 0.565 0.666 -0.313 -0.005 0.260 0.18
H 1.623 -0.419 1.142 -0.750 0.298 0.151 0.19
H 1.826 -1.649 -0.334 -0.275 1.130 -1.890 0.20
H 1.630 1.238 1.479 -0.128 0.409 -1.058 0.22
C -2.102 -0.446 0.898 -0.790 -0.308 2.881 -0.60
C -2.702 0.618 -0.001 -1.249 3.709 0.879 0.70
O -3.194 1.602 0.541 -0.124 0.190 1.723 -0.48
O -2.593 0.389 -1.166 0.942 -2.043 -3.609 -0.37
H -1.222 -0.050 1.457 -0.780 -0.514 -0.876 0.26
H -1.998 -1.275 0.253 0.751 -1.099 -0.021 0.24
H -2.917 -0.598 1.664 0.865 -0.121 -0.829 0.25
```
Forces are in eV/Å.



[2]
The following is a quantum chemistry calculation of C2H2BrClN2O3 in the gas phase in a non-equilibrium geometry, from OMol25.

Values from the calculation:
Energy in Ha: -3446.73771
E_LUMO in Eh: -0.0086
Total charge: 0
Maximum force in hartree/bohr: 0.050
Orbital gap in eV: 10.580

```
11
Properties=species:S:1:pos:R:3:forces:R:3:nbo_charge:R:1
N -0.347 0.022 -0.217 0.950 2.065 0.852 -0.83
C 0.796 -0.723 -0.479 -1.536 -1.552 -1.353 0.61
O 0.782 -1.784 -1.092 0.068 1.464 0.622 -0.55
C 2.167 -0.291 0.096 0.168 -0.125 1.724 -0.13
Cl 2.224 -0.908 1.831 -0.568 0.982 -0.897 0.03
Br 2.639 1.538 -0.026 -0.440 0.467 0.121 0.15
N 3.362 -1.070 -0.564 -1.116 0.522 0.225 0.53
O 3.565 -2.111 -0.061 0.693 -2.265 0.342 -0.31
O 3.976 -0.555 -1.442 0.241 0.749 -1.109 -0.34
H -0.213 0.952 0.265 -0.126 -1.654 -0.831 0.40
H -1.282 -0.053 -0.670 1.666 -0.654 0.303 0.43
```
Forces are in eV/Å.



[3]
The following is a quantum chemistry calculation of a gas-phase ion, C28H38N5O5S2 (charge +1) in a non-equilibrium geometry, from OMol25.

Values from the calculation:
Energy in Ha: -2535.91755
E_LUMO in Eh: -0.1300
Total charge: +1
Maximum force in hartree/bohr: 0.023
Orbital gap in eV: 7.095

```
78
Properties=species:S:1:pos:R:3:forces:R:3:nbo_charge:R:1
C -2.921 3.629 2.207 0.357 -0.142 -0.218 -0.64
C -2.069 2.485 1.683 -0.372 -0.143 0.456 -0.07
O -1.058 2.949 0.772 0.229 0.196 -0.228 -0.52
C 0.009 3.519 1.332 0.019 0.043 -0.260 0.90
O 0.239 3.582 2.511 -0.041 -0.057 0.489 -0.64
N 0.855 4.066 0.388 -0.057 0.160 -0.095 -0.46
C 2.125 4.576 0.846 -0.012 -0.203 0.206 -0.24
C 3.196 3.493 0.678 -0.055 0.516 0.829 -0.26
N 3.240 3.054 -0.724 0.808 -0.584 -0.232 -0.56
S 4.638 1.744 -1.034 -0.657 0.341 0.189 2.28
O 4.644 1.727 -2.452 -0.187 -0.331 -0.182 -0.87
O 5.694 2.319 -0.286 0.070 -0.195 0.394 -0.86
C 3.900 0.312 -0.310 0.494 0.738 -0.323 -0.39
C 3.277 -0.598 -1.148 -0.129 -0.370 -0.194 -0.20
C 2.624 -1.678 -0.582 0.454 0.169 -0.003 -0.07
C 2.576 -1.808 0.804 0.639 0.148 -0.037 -0.04
C 1.923 -2.983 1.473 0.207 0.254 -0.036 0.67
O 2.611 -3.830 1.997 0.032 0.008 -0.031 -0.55
N 0.554 -3.016 1.538 0.111 -0.266 0.374 -0.47
C -0.017 -4.123 2.301 0.079 -0.582 0.128 -0.21
C -0.121 -5.409 1.483 -0.200 0.220 -0.135 -0.42
C -1.105 -5.316 0.317 0.132 -0.096 0.091 -0.22
N -0.743 -4.306 -0.670 -0.121 -0.236 -0.071 -0.47
C 0.435 -4.680 -1.429 -0.084 0.065 0.109 -0.42
C -1.851 -4.037 -1.568 0.023 0.004 -0.005 -0.41
C -0.274 -2.154 0.869 -0.776 0.864 -0.252 0.37
N 0.106 -1.307 -0.019 0.272 -0.411 0.179 -0.54
C -0.940 -0.588 -0.524 -0.923 0.133 0.167 0.09
C -0.875 0.333 -1.564 -0.002 -0.097 0.127 -0.17
C -2.034 0.945 -1.991 -0.018 -0.006 0.006 -0.23
C -3.275 0.662 -1.414 -0.071 -0.120 -0.037 0.00
C -4.511 1.363 -1.896 -0.005 0.206 0.150 -0.42
C -4.752 2.650 -1.104 -0.081 -0.137 -0.204 -0.59
C -3.350 -0.254 -0.374 0.014 -0.033 -0.100 -0.22
C -2.191 -0.870 0.060 0.411 0.023 -0.071 -0.21
S -1.997 -2.089 1.285 0.264 0.169 -0.048 0.36
C 3.260 -0.911 1.620 -0.094 -0.096 -0.135 -0.17
C 3.937 0.163 1.063 0.030 0.027 0.226 -0.18
C 1.936 2.577 -1.203 -0.949 -0.054 -0.363 -0.27
C 0.858 3.655 -0.992 0.034 -0.205 -0.045 -0.23
H -2.316 4.304 2.806 -0.011 0.056 0.072 0.23
H -3.715 3.228 2.829 -0.117 -0.031 0.078 0.23
H -3.362 4.183 1.382 -0.099 0.044 -0.064 0.21
H -1.581 1.964 2.512 -0.064 -0.010 -0.169 0.20
H -2.658 1.783 1.093 0.125 0.071 0.084 0.20
H 2.026 4.838 1.901 0.157 -0.006 -0.173 0.28
H 2.381 5.471 0.273 0.038 0.007 0.012 0.21
H 4.185 3.851 0.967 -0.055 -0.060 -0.082 0.25
H 2.927 2.633 1.295 0.022 0.022 -0.090 0.23
H 3.550 3.836 -1.310 0.090 -0.082 -0.046 0.43
H 3.319 -0.453 -2.215 -0.047 -0.066 -0.157 0.25
H 2.143 -2.410 -1.208 -0.054 -0.015 -0.072 0.24
H 0.648 -4.299 3.151 -0.206 0.108 -0.063 0.25
H -0.998 -3.822 2.672 0.098 0.003 0.074 0.21
H -0.467 -6.198 2.151 0.063 -0.060 0.015 0.23
H 0.873 -5.688 1.134 0.030 -0.075 0.070 0.22
H -2.088 -5.048 0.715 -0.023 -0.064 -0.049 0.20
H -1.193 -6.311 -0.151 -0.089 0.026 -0.001 0.18
H 1.298 -4.755 -0.771 0.127 -0.053 -0.027 0.19
H 0.627 -3.912 -2.178 0.063 0.011 -0.061 0.20
H 0.307 -5.642 -1.947 0.041 -0.030 -0.035 0.18
H -1.582 -3.213 -2.229 -0.046 0.023 -0.075 0.20
H -2.729 -3.746 -0.993 -0.045 0.009 -0.006 0.20
H -2.115 -4.909 -2.182 -0.027 -0.045 -0.051 0.18
H 0.071 0.523 -2.047 0.145 0.025 -0.092 0.20
H -1.992 1.648 -2.810 -0.019 0.085 -0.128 0.21
H -4.403 1.608 -2.954 -0.057 -0.077 -0.024 0.21
H -5.376 0.707 -1.785 -0.002 -0.025 -0.103 0.22
H -5.619 3.174 -1.496 -0.084 0.122 0.030 0.22
H -3.887 3.307 -1.174 0.080 0.108 0.032 0.20
H -4.931 2.424 -0.055 -0.006 0.023 0.146 0.20
H -4.299 -0.495 0.079 -0.186 -0.005 0.022 0.23
H 3.266 -1.056 2.689 0.019 -0.019 0.096 0.25
H 4.498 0.853 1.672 0.039 0.057 0.145 0.25
H 2.029 2.316 -2.258 0.054 -0.023 0.054 0.24
H 1.668 1.686 -0.628 0.076 0.064 -0.023 0.24
H -0.120 3.251 -1.249 0.158 0.008 -0.105 0.27
H 1.064 4.527 -1.622 -0.034 -0.048 -0.048 0.20
```
Forces are in eV/Å.



[4]
The following is a quantum chemistry calculation of C4H7NO in the gas phase, from OMol25.

Values from the calculation:
Energy in Ha: -286.53045
E_LUMO in Eh: 0.0388
Total charge: 0
Maximum force in hartree/bohr: 0.013
Orbital gap in eV: 10.379

```
13
Properties=species:S:1:pos:R:3:forces:R:3:nbo_charge:R:1
O 1.977 0.721 0.228 -0.089 -0.001 0.376 -0.69
C 0.885 0.273 -0.509 -0.111 -0.109 -0.252 0.10
C 0.308 -1.132 -0.144 0.114 -0.126 -0.064 -0.44
C -1.071 -0.460 -0.023 -0.097 -0.318 -0.205 -0.09
N -0.904 0.512 1.082 -0.023 -0.050 0.011 -0.61
C -0.500 0.885 -0.281 0.068 0.253 -0.219 -0.13
H 1.747 0.443 1.123 0.322 0.348 0.245 0.47
H 1.163 0.326 -1.567 -0.117 -0.062 0.158 0.18
H 0.630 -1.586 0.802 0.094 0.325 -0.118 0.21
H 0.556 -1.841 -0.939 -0.688 0.011 0.044 0.22
H -2.056 -0.848 -0.266 0.240 0.074 0.001 0.21
H -1.804 0.959 1.272 0.229 -0.193 -0.079 0.36
H -0.931 1.748 -0.779 0.057 -0.153 0.101 0.21
```
Forces are in eV/Å.